No. 1
Below is C3CoLiO6 as an isolated structure in a non-equilibrium geometry, with properties calculated with ωB97M-V with the def2-TZVPD basis set.

The geometry in XYZ format:
```
11
Properties=species:S:1:pos:R:3:forces:R:3
C -0.071 -0.207 -0.949 0.978 1.218 -1.391
O 0.093 0.531 -1.899 -0.234 -1.142 1.056
C -0.936 -1.513 -0.922 -1.673 0.168 -4.981
O -1.134 -1.946 0.265 0.912 0.129 3.440
O -1.405 -1.930 -1.962 1.210 0.679 2.345
Li 1.743 1.539 -1.338 0.006 0.375 -0.414
Co -0.120 -1.124 1.651 -0.788 -0.571 -1.071
O 0.558 0.004 0.195 -0.366 -1.964 -0.376
O 0.878 2.420 1.015 -2.547 -2.846 0.994
O 0.058 0.722 2.411 -0.673 0.584 -0.910
C 0.336 1.504 1.533 3.174 3.369 1.307
```
Forces are in eV/Å.

Calculated values
* HOMO level (alpha / beta): -20.5 / -19.4 eV
* gap between HOMO and LUMO (alpha / beta): 10.3 / 5.2 eV
* E: -53206.695 eV
* largest force on an atom: 5.3 eV/Å
* charge: +2
* 2S+1: 5
* E_LUMO (alpha / beta): -10.175 / -14.173 eV
* <S²>: 6.022

No. 2
Below is C3H5N3 in the gas phase, with properties calculated with ωB97M-V with the def2-TZVPD basis set.

The geometry in XYZ format:
```
11
Properties=species:S:1:pos:R:3:forces:R:3
N -1.771 -0.135 0.318 -0.133 -0.192 -0.106
C -0.411 -0.161 -0.115 0.068 0.047 0.023
C 0.606 -1.188 0.210 0.153 0.406 -0.079
C 1.765 -0.367 0.186 0.104 -0.178 0.026
N 1.544 0.958 0.067 -0.297 -0.219 -0.038
N 0.266 1.116 -0.045 0.109 0.022 -0.023
H -1.962 -0.951 0.886 0.029 0.079 -0.006
H -2.411 -0.142 -0.468 0.042 -0.008 0.188
H -0.292 -0.489 -1.187 0.061 0.104 -0.024
H 2.798 -0.681 0.285 -0.207 0.030 0.058
H -0.134 2.039 -0.135 0.072 -0.092 -0.021
```
Forces are in eV/Å.

Calculated values
* HOMO level: -8.7 eV
* gap between HOMO and LUMO: 8.5 eV
* ΔE to the lowest compared entry with this formula, charge and spin: 93.33 kcal/mol
* E: -7658.409 eV
* largest force on an atom: 0.4 eV/Å
* E_LUMO: -0.161 eV

No. 3
Below is a 2-piece molecular cluster, C4H12N3O overall in a non-equilibrium geometry, with properties calculated with ωB97M-V with the def2-TZVPD basis set.

The geometry in XYZ format:
```
20
Properties=species:S:1:pos:R:3:forces:R:3
C -1.263 1.654 -0.340 0.623 -2.612 -3.279
C -1.624 -0.267 1.193 0.019 -2.680 -0.722
C -0.322 -0.531 -0.943 0.090 -0.924 -1.606
C -0.974 0.196 -0.063 -1.045 -0.174 -0.530
N 1.752 0.239 0.546 -0.969 -1.220 1.315
N 0.145 -1.901 -0.727 -0.066 -4.110 0.642
N 2.541 1.157 0.278 3.278 3.377 -0.216
O 2.231 -0.891 0.330 0.081 -0.617 -0.245
H -1.083 1.789 -1.459 -0.468 0.348 1.456
H -2.293 1.731 -0.083 -0.543 1.261 0.362
H -0.486 2.135 0.178 0.313 1.505 1.076
H -2.644 -0.712 1.015 0.836 0.687 -0.143
H -1.725 0.568 1.794 -0.337 1.420 1.649
H -1.090 -1.070 1.719 0.099 0.334 -0.008
H -0.067 -0.254 -1.969 -0.009 0.599 0.570
H 1.166 -1.830 -0.030 -2.021 0.546 -0.980
H 0.496 -2.405 -1.611 -0.661 1.488 1.357
H 3.522 0.891 -0.058 -1.587 0.484 0.527
H -0.648 -2.651 -0.414 2.321 2.482 -0.347
H 2.364 2.151 0.644 0.046 -2.192 -0.879
```
Forces are in eV/Å.

Calculated values
* HOMO level: -13.2 eV
* gap between HOMO and LUMO: 9.6 eV
* ΔE to the lowest compared entry with this formula, charge and spin: 113.99 kcal/mol
* E: -10850.150 eV
* largest force on an atom: 4.7 eV/Å
* charge: +1
* E_LUMO: -3.510 eV

No. 4
Below is C4H6N2 in the gas phase in a non-equilibrium geometry, with properties calculated with ωB97M-V with the def2-TZVPD basis set.

The geometry in XYZ format:
```
12
Properties=species:S:1:pos:R:3:forces:R:3
C -0.340 0.462 1.809 0.045 0.166 -0.043
C -0.567 0.562 0.360 0.329 -0.068 0.189
C 0.661 0.282 -0.421 -0.073 -0.019 0.186
N 0.409 -0.405 -1.684 -0.132 -0.023 -0.179
C -0.678 -1.185 -1.767 -0.717 -0.575 -0.099
N -1.593 -1.901 -1.803 0.887 0.626 -0.002
H -0.888 1.214 2.383 -0.002 -0.123 -0.076
H 0.684 0.318 2.190 -0.097 0.102 -0.112
H -0.901 -0.477 1.995 0.061 0.062 -0.042
H 0.978 1.324 -0.623 -0.044 -0.097 0.101
H 1.503 -0.200 0.107 -0.191 -0.033 -0.017
H 0.730 0.007 -2.546 -0.065 -0.016 0.094
```
Forces are in eV/Å.

Calculated values
* HOMO level: -8.9 eV
* gap between HOMO and LUMO: 8.6 eV
* ΔE to the lowest compared entry with this formula, charge and spin: 104.13 kcal/mol
* E: -7221.075 eV
* largest force on an atom: 1.1 eV/Å
* E_LUMO: -0.271 eV